1.
{
  "formula": "C30H54CoN7OP2",
  "method": "the ωB97M-V functional and the def2-TZVPD basis",
  "lumo_ha": [-0.07437, -0.15143],
  "e_tot_ha": -3699.2016,
  "multiplicity": 4,
  "gap_ev": [6.622, 6.893],
  "charge": 1,
  "symbols": ["Co", "C", "H", "H", "C", "H", "H", "H", "C", "H", "C", "H", "H", "C", "H", "P", "N", "H", "H", "H", "C", "H", "H", "C", "H", "C", "H", "C", "C", "H", "H", "H", "H", "H", "H", "H", "H", "C", "C", "C", "N", "H", "C", "H", "C", "H", "C", "H", "H", "C", "C", "N", "H", "H", "H", "H", "N", "C", "H", "H", "C", "C", "H", "H", "P", "H", "C", "C", "H", "C", "H", "H", "H", "H", "H", "N", "O", "H", "H", "C", "H", "H", "H", "H", "H", "N", "C", "N", "H", "C", "C", "H", "C", "H", "C"],
  "coordinates": [[0.00338, 0.10184, -0.05522], [-2.24527, -1.67984, -2.43648], [-2.77680, 3.51720, -2.06196], [0.37530, 2.38235, 3.28010], [3.26405, -1.72568, 0.81560], [1.23585, 2.28210, -4.51872], [-3.70538, 0.71537, -0.41636], [-4.16597, -1.44920, -1.37645], [-2.01475, 2.71744, -1.99868], [2.96930, 2.80756, 1.00726], [1.88939, -0.68715, 3.80096], [4.81214, -0.29344, -0.90323], [-0.37090, 0.35597, -4.17930], [1.30694, -1.49633, -2.47866], [1.54553, -3.76927, -4.79170], [-1.50659, -0.00538, -1.88832], [0.92566, 1.57979, -1.26222], [-2.09239, -1.27088, -4.59301], [0.41000, -1.47042, -5.35655], [2.71244, -2.08033, 1.69587], [3.48343, -0.19594, 0.84827], [3.11644, 2.52206, 3.17252], [4.04936, -1.77814, -4.40816], [-0.34532, 0.56368, -3.06275], [2.85029, -1.19348, 3.61075], [3.90636, 0.26937, -0.57577], [3.10868, 0.09753, -1.32647], [1.70927, 2.49003, -0.69469], [-3.79154, -1.67301, -2.38995], [4.55192, -0.34016, 2.75649], [3.42969, -0.26621, -3.62914], [-4.16957, -2.67911, -2.66715], [4.82567, 1.19922, 1.87202], [2.57262, 4.17192, -3.54274], [0.97037, -3.65434, -3.09688], [-4.25753, 2.26471, -1.05656], [-4.22960, -0.95712, -3.10282], [0.63041, 1.50560, -2.62306], [1.97369, -1.85620, -3.80501], [1.45436, -1.22959, -5.11738], [-2.71143, 4.30573, 2.10440], [5.58969, -0.30551, 1.33209], [-0.47021, -1.09776, 0.95026], [4.16500, 1.34640, -0.59081], [1.37022, 2.40078, -3.45997], [2.69681, -2.03416, -0.07133], [1.79327, -3.38542, -3.79179], [3.75295, -1.72173, -2.62598], [-2.15375, -2.68853, -0.48230], [3.41035, -1.37396, -3.61289], [2.93312, 1.63413, 3.79302], [1.17382, -1.46033, -1.34261], [1.59074, -0.13755, -5.15133], [3.88202, 1.10024, 3.94914], [4.23364, -2.25875, 0.76635], [0.43872, 1.37215, 4.75795], [-1.34485, 2.67154, 1.16044], [-3.08983, 1.31430, -3.75878], [1.22294, 2.95303, 1.31935], [2.72733, -3.79583, -3.37633], [2.11479, 3.42178, -2.90305], [0.48176, 1.34779, 3.64575], [2.81358, 4.25698, -1.03035], [-2.92319, -0.08335, 1.95062], [1.86316, 0.62103, 1.34081], [-3.13751, 2.34460, -4.14287], [2.25992, 3.48988, -1.50014], [-1.79039, -2.82791, -1.51014], [-0.36875, 0.74275, 3.28730], [-1.79817, -2.03260, -3.85898], [-1.55644, 2.76077, -0.99945], [1.07008, -1.31645, 3.40622], [-1.23733, 2.94949, -2.74780], [2.06971, -1.64850, -5.93544], [-2.18791, -3.78885, -1.88946], [-1.44897, 1.29537, 1.09381], [-0.85098, -1.89421, 1.75503], [-4.06945, 0.85618, -3.92183], [2.60565, 1.99437, 4.78840], [-2.53866, 0.92811, 1.82522], [-0.70204, -2.91729, -1.48080], [-4.76867, 0.76057, -1.83488], [-3.28140, 4.47271, 2.90717], [-0.70761, -2.16831, -3.88465], [1.76022, -0.62070, 4.90400], [-2.31420, 3.02095, 2.00340], [4.66990, 0.11808, 1.77100], [-3.14407, 2.01122, 2.38318], [-2.29369, -2.97444, -4.17043], [1.82467, 0.73521, 3.17207], [-2.72036, 1.35770, -2.25926], [-1.89004, 4.91762, 2.10066], [1.99245, 2.36167, 0.80042], [-2.37223, 0.79834, -4.40392], [-3.93578, 1.25652, -1.33840]],
  "atomic_forces_ev_per_a": [[1.1, 2.7, -1.7], [-0.4, -0.2, -0.4], [0.3, -0.4, 0.0], [-0.1, -0.3, 0.2], [0.0, -0.3, -0.1], [0.1, 0.2, -0.4], [-0.1, 0.1, -0.1], [0.1, -0.1, -0.4], [0.0, 0.2, 0.1], [-0.1, 0.1, 0.0], [-0.1, -0.1, 0.0], [-0.6, 0.3, 0.3], [0.0, 0.4, 1.6], [1.3, -0.1, -2.0], [0.4, 0.0, 0.4], [-0.9, -0.6, 0.8], [-1.2, -0.6, -0.4], [0.2, -0.1, 0.1], [0.3, 0.1, 0.1], [0.2, 0.0, -0.2], [0.6, -0.1, -0.5], [0.1, -0.2, 0.3], [-0.1, 0.1, 0.2], [1.6, 0.3, -2.3], [-0.4, 0.2, 0.1], [-0.2, 0.1, -0.2], [0.5, 0.1, 0.5], [-0.2, -0.3, -0.9], [-0.2, 0.0, 0.0], [0.1, 0.2, -0.2], [0.2, -0.6, 0.0], [0.3, 0.5, 0.2], [0.0, -0.2, 0.1], [0.0, -0.2, 0.2], [0.5, -0.1, -0.6], [-0.1, -0.2, 0.0], [0.2, -0.3, 0.3], [1.8, 0.9, 1.1], [-1.0, 0.7, 0.3], [-0.1, 0.0, -0.2], [0.7, 1.6, -0.5], [-0.3, 0.1, 0.1], [-3.1, -7.0, 5.3], [-0.1, -0.5, 0.0], [-0.9, -0.8, 0.4], [0.2, 0.2, 0.5], [0.1, -0.3, 0.3], [0.2, 0.1, -0.5], [0.1, -0.1, -0.3], [0.2, 0.0, 0.4], [0.1, 0.0, 0.3], [-0.6, 0.4, 0.4], [0.0, -0.4, 0.1], [-0.4, 0.3, -0.1], [-0.3, 0.4, 0.2], [0.2, -0.1, -0.7], [-1.4, -2.3, 1.8], [-0.5, 0.5, -0.3], [0.2, -0.2, 0.0], [-0.4, -0.3, -0.4], [-0.1, -0.1, 0.9], [-0.3, -0.1, -0.2], [0.6, 0.8, 0.2], [0.3, 0.4, -0.1], [0.3, -0.2, -0.4], [-0.2, -0.3, 0.0], [-0.3, -0.6, -0.9], [0.1, 0.1, 0.1], [0.3, 0.3, 0.2], [-0.2, -0.2, -0.2], [-0.2, 0.0, -0.5], [0.4, 0.2, 0.2], [-0.5, -0.1, 0.3], [-0.2, 0.1, 0.4], [0.0, 0.5, 0.1], [-0.8, 2.3, 0.5], [1.3, 2.7, -2.4], [0.1, 0.1, 0.0], [0.1, -0.2, -0.5], [0.5, 2.3, -0.2], [-0.2, 0.0, 0.1], [0.0, 0.0, 0.2], [-0.3, -0.3, 0.6], [-0.5, -0.1, -0.1], [0.1, 0.1, -0.7], [-0.6, -3.2, -1.3], [0.2, -0.1, -0.1], [1.9, 0.2, -0.6], [0.4, 0.4, 0.2], [0.2, 0.1, 1.8], [0.2, 0.3, -0.6], [-0.4, -0.3, 0.0], [0.2, 0.7, -0.7], [-0.2, 0.1, 0.3], [-0.3, 0.2, 0.1]]
}

2.
{
  "formula": "C25H30N4O2",
  "method": "the ωB97M-V functional and the def2-TZVPD basis",
  "lumo_ha": 0.00953,
  "e_tot_ha": -1340.2267,
  "gap_ev": 8.217,
  "smiles": "Cc1ccc2cc(CN(CCN3CCCC3)C(=O)Nc3ccccc3)c(=O)[nH]c2c1C",
  "symbols": ["C", "H", "N", "C", "H", "H", "H", "C", "H", "H", "N", "H", "O", "H", "C", "H", "H", "C", "H", "C", "C", "C", "O", "C", "H", "H", "H", "H", "C", "C", "H", "C", "H", "C", "N", "H", "C", "C", "H", "C", "H", "H", "C", "C", "H", "C", "H", "C", "C", "C", "H", "C", "H", "H", "H", "H", "C", "N", "C", "H", "H"],
  "coordinates": [[0.02258, -2.29101, 1.06014], [1.08128, -3.70686, 2.25275], [-1.10193, -0.59128, -0.19164], [3.49077, -0.19377, 2.22426], [0.12504, -2.86329, 0.14883], [-0.31209, -0.21729, 4.27956], [-3.48698, 2.36645, -3.88246], [-4.71766, -1.32324, -2.89068], [-3.03732, 2.41044, -1.47082], [0.63208, 2.62604, -0.01237], [-3.12853, 0.33333, -3.36319], [3.01580, -1.55724, 0.06725], [-2.70045, 0.98540, 0.27360], [-3.29191, -2.45550, -4.08247], [2.94441, 1.91979, 3.24986], [3.04267, 2.59275, 4.08871], [3.41349, -2.32788, 2.14804], [-2.69081, 1.70128, -3.49742], [-3.95701, 0.22360, -5.31308], [-0.03360, 1.01672, -2.10161], [-2.19769, 2.24369, -2.14719], [-0.21938, -0.80315, 3.37700], [1.61207, -1.31948, -1.88564], [-4.37708, 0.14814, -2.64437], [-1.30887, 0.60422, 2.18662], [5.45181, 0.16781, 4.25224], [-4.25173, 0.37286, -1.58626], [-0.75286, -1.07933, -1.00450], [0.56756, -2.75529, 2.24115], [4.40846, 0.34270, 4.51180], [-4.31959, -1.93816, -2.08523], [2.17513, 2.28481, 2.17552], [-2.35686, -0.53063, -5.10759], [0.45915, -2.01003, 3.40370], [2.55538, -0.65616, 0.04589], [-1.67484, 3.19401, -2.30069], [1.72554, -0.45553, -1.02742], [3.60209, 0.68483, 3.29417], [4.83298, -1.62422, 1.35429], [-1.78409, 0.59626, -0.42187], [-4.72862, -1.97925, -4.98727], [1.66269, 3.23459, 2.15985], [2.03326, 1.41506, 1.08957], [-0.77591, -0.33230, 2.20390], [0.89520, -2.37019, 4.32352], [1.00131, 0.81023, -1.02402], [-0.05320, 0.13421, -2.75421], [2.70498, 0.17957, 1.12107], [-4.02201, -1.66016, -4.22286], [-0.65074, -1.06987, 1.02888], [-5.79409, -1.47910, -2.93664], [4.16240, -1.53788, 2.21006], [4.36938, 1.15616, 5.23124], [4.01966, -0.55475, 4.99080], [0.22970, 1.88491, -2.71293], [-1.86571, 1.71292, -4.21594], [-3.32044, -0.35962, -4.62309], [-1.32673, 1.29221, -1.50216], [1.18421, 1.69619, -0.01944], [4.74627, -1.69909, 3.10856], [-5.16955, 0.80228, -3.05191]],
  "atomic_forces_ev_per_a": [[-0.1, 0.0, -0.1], [0.0, -0.1, 0.0], [-0.2, -0.3, -0.5], [0.0, 0.0, 0.0], [0.0, -0.1, -0.1], [0.0, 0.1, 0.1], [0.1, -0.1, 0.0], [0.0, 0.1, 0.1], [0.1, 0.1, -0.1], [-0.1, 0.1, 0.0], [0.0, 0.0, -0.1], [-0.1, 0.1, -0.1], [-0.2, 0.1, 0.4], [0.0, 0.0, 0.0], [0.0, 0.1, 0.0], [0.0, 0.1, 0.1], [0.0, -0.1, 0.0], [0.1, 0.0, 0.2], [0.0, 0.0, 0.0], [0.1, -0.2, 0.0], [-0.3, 0.0, -0.2], [0.1, 0.0, 0.0], [-0.2, -0.2, -0.2], [-0.1, 0.0, 0.2], [-0.1, 0.1, 0.0], [0.1, -0.1, 0.1], [-0.1, 0.1, 0.0], [0.0, 0.1, 0.0], [0.0, 0.0, 0.0], [0.0, 0.0, 0.0], [0.0, 0.0, 0.0], [0.0, -0.2, -0.1], [0.0, 0.0, -0.1], [0.1, -0.1, 0.1], [0.3, -0.3, -0.1], [-0.1, 0.0, 0.0], [0.2, 0.2, 0.2], [-0.1, 0.0, -0.2], [0.1, -0.1, -0.1], [0.1, 0.0, -0.1], [0.0, -0.1, 0.0], [-0.1, 0.1, 0.0], [0.3, -0.2, 0.3], [-0.1, 0.1, -0.1], [0.0, 0.0, 0.1], [0.2, 0.4, 0.0], [0.0, 0.2, 0.0], [-0.1, 0.7, 0.4], [0.0, 0.0, -0.1], [0.0, -0.1, 0.4], [0.0, 0.0, 0.1], [-0.1, 0.2, 0.0], [0.0, 0.0, 0.1], [0.0, -0.1, 0.1], [0.0, -0.1, 0.0], [0.0, 0.1, 0.0], [0.1, -0.1, -0.2], [0.1, 0.2, 0.1], [0.0, -0.3, -0.5], [0.1, -0.1, 0.0], [0.0, 0.0, 0.0]]
}

3.
{
  "formula": "C4H11O4",
  "method": "the ωB97M-V functional and the def2-TZVPD basis",
  "lumo_ha": 0.13339,
  "e_tot_ha": -459.8582,
  "gap_ev": 8.288,
  "charge": -1,
  "symbols": ["C", "C", "H", "H", "H", "O", "O", "H", "H", "H", "H", "H", "O", "H", "O", "C", "H", "C", "H"],
  "coordinates": [[0.96550, 1.18591, -0.68341], [1.69784, 1.35538, 1.68100], [1.03621, -0.96089, -1.47015], [-1.60863, -0.96400, -1.95535], [-0.39381, 1.50719, 1.00075], [-1.03553, -0.13890, -0.98966], [1.71495, 1.29110, 3.05548], [-1.32563, -1.80372, 1.63320], [0.28574, 0.30051, -2.62784], [1.24082, 0.22634, 1.39594], [-1.17862, -1.61531, 0.13375], [0.61397, 2.02677, -1.17458], [-2.16298, -1.62250, -2.57211], [-2.77906, -2.06991, -1.96637], [-1.24008, -2.31909, 0.80416], [0.59642, 1.18446, 0.79593], [2.06600, 1.36332, -0.93267], [0.28055, 0.03322, -1.40598], [2.59022, 1.75105, 1.25516]],
  "atomic_forces_ev_per_a": [[1.3, -1.1, 0.4], [-0.4, 2.9, 7.1], [-1.9, 1.9, 0.8], [-0.8, -0.5, -0.2], [-0.9, -1.0, 0.9], [2.3, 0.2, 0.3], [-0.4, 0.3, -5.4], [0.1, -0.5, -0.7], [0.1, -0.4, 2.6], [-1.9, -1.6, -1.5], [0.1, 0.5, -0.5], [-1.5, 2.1, -0.4], [-0.3, -0.3, 0.0], [0.5, 0.3, -0.3], [-0.1, 0.2, 1.2], [3.1, 0.4, -0.9], [-0.9, -1.1, 0.8], [0.4, -1.7, -3.5], [1.2, -0.6, -0.7]]
}

4.
{
  "formula": "BrN3O9Pb",
  "method": "the ωB97M-V functional and the def2-TZVPD basis",
  "lumo_ha": 0.18260,
  "e_tot_ha": -3608.0172,
  "gap_ev": 7.828,
  "charge": -2,
  "symbols": ["O", "O", "Br", "O", "O", "Pb", "O", "N", "N", "O", "O", "O", "O", "N"],
  "coordinates": [[-4.62196, 0.22440, 19.58392], [-2.12691, -0.35274, 17.89129], [-3.26896, 3.45257, 21.33302], [0.21436, 4.88355, 17.29691], [-5.39963, -1.74499, 19.78315], [-3.01832, 2.10667, 18.87407], [-0.97672, 5.54327, 19.03919], [-2.88049, -0.13432, 16.90383], [-0.78179, 4.80203, 18.11635], [-2.53672, -0.44367, 15.74591], [-3.48348, 0.89277, 16.92466], [-1.44407, 3.77526, 18.04296], [-4.76409, -0.72125, 21.55854], [-5.12807, -0.68600, 20.29923]],
  "atomic_forces_ev_per_a": [[-1.5, 1.3, -0.4], [-0.7, -1.9, 0.9], [-0.1, 0.1, 0.3], [-1.6, 0.9, 1.1], [-2.5, -0.9, -1.1], [0.1, -0.1, 1.3], [0.0, 2.2, 0.7], [6.8, 1.2, -2.5], [3.9, -0.5, -1.1], [-0.5, -3.3, -0.1], [-5.8, 3.7, 0.5], [-2.1, -2.4, -1.0], [-2.1, 1.1, -1.6], [6.2, -1.3, 3.0]]
}